1.
The following is a quantum chemistry calculation of C40H47FeGeN7O4S2Si as an isolated structure, from OMol25.

Geometry as ORCA input:
```
! wB97M-V def2-TZVPD RIJCOSX def2/J DEFGRID3
* xyz 0 1
Fe -1.2560 0.1134 0.8245
N -4.7866 -1.3884 2.7563
C -3.6094 -0.8422 2.3491
S -3.3280 -0.7120 0.6456
N -2.7927 -0.4795 3.3053
N -1.6289 0.1191 2.8620
C -0.8493 0.4261 3.8309
C 0.4305 1.1471 3.6914
C 1.5350 0.6865 4.4074
C 2.7510 1.3310 4.2562
C 2.8162 2.4315 3.4177
C 1.6510 2.8434 2.7859
N 0.4829 2.2272 2.9112
H -5.5125 -1.4982 2.0721
H -5.0443 -1.2760 3.7220
H -1.1474 0.1211 4.8325
H 1.4340 -0.1724 5.0596
H 3.6296 0.9822 4.7840
H 3.7401 2.9730 3.2675
H 1.6581 3.7221 2.1475
C -4.2063 -4.6587 0.3737
C -3.8060 -4.5955 1.6997
C -2.5004 -4.2485 2.0100
C -1.5797 -3.9666 0.9991
C -1.9982 -4.0405 -0.3327
C -3.3034 -4.3796 -0.6430
Si 0.1440 -3.4944 1.4289
C 1.4424 -3.9335 0.1821
C 1.4068 -3.3113 -1.0697
C 2.3946 -3.5530 -2.0113
C 3.4336 -4.4247 -1.7124
C 3.4791 -5.0571 -0.4774
C 2.4886 -4.8119 0.4632
H -5.2275 -4.9243 0.1303
H -4.5115 -4.8059 2.4927
H -2.2003 -4.1888 3.0507
H -1.3100 -3.8216 -1.1390
H -3.6177 -4.4171 -1.6778
H 0.4868 -3.9741 2.7834
H 0.6020 -2.6235 -1.3120
H 2.3534 -3.0591 -2.9741
H 4.2093 -4.6129 -2.4436
H 4.2897 -5.7360 -0.2457
H 2.5428 -5.2983 1.4314
O 0.1753 -1.7718 1.4975
C 1.1464 -0.8813 1.3299
O 0.8251 0.2447 0.9880
C 2.5636 -1.2522 1.5549
C 2.9327 -2.0493 2.6327
C 4.2661 -2.3573 2.8344
C 5.1940 -1.8677 1.9336
C 4.8506 -1.0715 0.8565
C 3.5169 -0.7498 0.6771
N 6.6173 -2.2123 2.1321
O 6.8965 -2.9121 3.0836
O 7.4169 -1.7752 1.3319
H 2.1834 -2.4167 3.3208
H 4.5918 -2.9685 3.6626
H 5.6173 -0.7191 0.1831
H 3.2025 -0.1276 -0.1509
N -2.0221 6.7586 -0.9864
C -2.4910 6.2480 0.1642
S -3.3089 7.1335 1.2779
C -2.1895 4.8011 0.3577
C -3.1206 3.9489 0.9293
C -2.8173 2.6043 1.0444
N -1.6526 2.0864 0.6510
C -0.7400 2.9148 0.1426
C -0.9669 4.2641 -0.0355
H -2.2130 7.7241 -1.1955
H -1.6661 6.1608 -1.7131
H -4.0729 4.3305 1.2682
H -3.5290 1.9019 1.4556
H 0.2030 2.4647 -0.1363
H -0.1889 4.8886 -0.4551
C -2.9074 1.8646 -6.3533
C -3.0790 1.8953 -4.8395
C -2.0555 1.0314 -4.1080
C -2.1905 1.0720 -2.5908
Ge -0.9542 -0.1238 -1.5795
C 0.8781 0.0798 -2.4098
C 1.7078 1.3215 -2.0884
C 1.1542 2.6066 -2.6919
C 1.9575 3.8345 -2.2808
H -3.6552 2.4773 -6.8596
H -2.9982 0.8449 -6.7341
H -1.9209 2.2352 -6.6416
H -4.0859 1.5594 -4.5726
H -2.9974 2.9266 -4.4785
H -1.0505 1.3574 -4.3998
H -2.1461 -0.0041 -4.4558
H -3.2017 0.7673 -2.2973
H -2.0747 2.1024 -2.2334
H -1.3177 -1.5220 -2.2123
H 0.7693 -0.0091 -3.4968
H 1.4457 -0.8049 -2.1018
H 2.7368 1.1928 -2.4529
H 1.7968 1.4443 -1.0013
H 0.1067 2.7265 -2.4003
H 1.1539 2.5151 -3.7823
H 1.9678 3.9512 -1.1927
H 1.5561 4.7521 -2.7154
H 2.9979 3.7453 -2.6014
*
```

Properties
orbital gap (alpha / beta)	6.04 / 6.02	eV
highest occupied orbital energy (alpha / beta)	-7.1924 / -7.1789	eV
total energy	-181314.20907	eV
energy relative to the best compared isomer or geometry (same formula, charge and spin)	22.4	kcal/mol

Atom charges from the Löwdin analysis, given in e for atoms 1 to 99:
1 Fe 0.051
2 N 0.072
3 C -0.833
4 S 0.683
5 N -0.006
6 N -0.055
7 C -0.070
8 C -0.278
9 C -0.034
10 C -0.065
11 C -0.055
12 C -0.128
13 N 0.130
14 H 0.077
15 H 0.094
16 H 0.125
17 H 0.115
18 H 0.110
19 H 0.104
20 H 0.108
21 C -0.080
22 C -0.093
23 C -0.110
24 C -0.273
25 C -0.101
26 C -0.078
27 Si 0.712
28 C -0.257
29 C -0.102
30 C -0.068
31 C -0.075
32 C -0.079
33 C -0.098
34 H 0.104
35 H 0.103
36 H 0.100
37 H 0.080
38 H 0.108
39 H 0.033
40 H 0.054
41 H 0.109
42 H 0.105
43 H 0.105
44 H 0.103
45 O -0.099
46 C -0.461
47 O 0.015
48 C -0.124
49 C -0.019
50 C 0.024
51 C -0.128
52 C 0.037
53 C 0.038
54 N -0.349
55 O 0.082
56 O 0.086
57 H 0.108
58 H 0.125
59 H 0.126
60 H 0.115
61 N 0.093
62 C -0.848
63 S 0.671
64 C -0.234
65 C -0.002
66 C -0.087
67 N -0.015
68 C -0.136
69 C -0.002
70 H 0.099
71 H 0.106
72 H 0.104
73 H 0.087
74 H 0.087
75 H 0.109
76 C -0.125
77 C -0.286
78 C -0.319
79 C -0.384
80 Ge 0.831
81 C -0.347
82 C -0.314
83 C -0.283
84 C -0.113
85 H 0.064
86 H 0.069
87 H 0.068
88 H 0.106
89 H 0.103
90 H 0.087
91 H 0.105
92 H 0.052
93 H 0.039
94 H -0.047
95 H 0.058
96 H 0.014
97 H 0.109
98 H 0.069
99 H 0.075

2.
The following is a quantum chemistry calculation of C40H49BBrF4GeNP2Pd as an isolated structure in a non-equilibrium geometry, from OMol25.

Geometry as ORCA input:
```
! wB97M-V def2-TZVPD RIJCOSX def2/J DEFGRID3
* xyz 2 1
Pd 0.0126 0.3155 0.1417
C -3.0607 -0.5555 2.3398
C -1.8286 -1.4456 2.1705
P -1.5779 -1.7653 0.3849
C -3.0444 -2.8503 0.1565
C -4.2504 -2.4375 -0.3983
C -5.3670 -3.2638 -0.3221
C -5.2821 -4.4967 0.3023
C -4.0716 -4.9181 0.8420
C -2.9521 -4.1065 0.7686
C -0.1979 -2.9075 0.1059
C -0.2862 -3.7739 -0.9883
C 0.7841 -4.5904 -1.3210
C 1.9536 -4.5356 -0.5724
C 2.0450 -3.6746 0.5115
C 0.9809 -2.8485 0.8458
C -2.8144 0.9228 2.0454
P -2.1099 1.3351 0.4083
C -2.0534 3.1348 0.3816
C -1.7162 3.8757 1.5169
C -1.6851 5.2591 1.4491
C -1.9774 5.9095 0.2567
C -2.3033 5.1746 -0.8784
C -2.3244 3.7919 -0.8239
C -3.4127 0.9871 -0.7963
C -3.1461 0.2733 -1.9601
C -4.1448 0.0749 -2.9053
C -5.4152 0.5853 -2.6815
C -5.6853 1.3069 -1.5219
C -4.6860 1.5232 -0.5878
H -3.3917 -0.6286 3.3747
H -3.8710 -0.9276 1.7109
H -1.9899 -2.4010 2.6713
H -0.9570 -0.9741 2.6173
H -4.3324 -1.4827 -0.8912
H -6.3063 -2.9284 -0.7434
H -6.1539 -5.1351 0.3650
H -3.9999 -5.8799 1.3343
H -2.0133 -4.4488 1.1859
H -1.2071 -3.8279 -1.5574
H 0.7031 -5.2687 -2.1606
H 2.7896 -5.1746 -0.8301
H 2.9476 -3.6571 1.1085
H 1.0526 -2.1939 1.7063
H -2.1359 1.3401 2.7920
H -3.7614 1.4595 2.1219
H -1.4652 3.3776 2.4448
H -1.4438 5.8333 2.3344
H -1.9457 6.9905 0.2044
H -2.5492 5.6795 -1.8037
H -2.5722 3.2209 -1.7102
H -2.1575 -0.1314 -2.1263
H -3.9371 -0.4826 -3.8098
H -6.1950 0.4263 -3.4155
H -6.6737 1.7146 -1.3544
H -4.8908 2.1210 0.2929
C 4.4420 1.6982 -1.5477
C 4.7451 3.0007 -0.8103
C 4.8789 2.8294 0.7022
C 3.5568 2.5258 1.4135
Ge 2.9851 0.6242 1.3999
C 3.7621 -0.7049 2.6539
C 5.2184 -1.1113 2.4387
C 5.4278 -2.1177 1.3130
C 5.0504 -1.5556 -0.0537
H 4.3208 1.8824 -2.6161
H 3.5210 1.2230 -1.1832
H 5.2619 0.9894 -1.4268
H 3.9628 3.7347 -1.0228
H 5.6835 3.4017 -1.1953
H 5.2450 3.7678 1.1258
H 5.6284 2.0654 0.9322
H 2.7372 3.1318 1.0363
H 3.6430 2.6700 2.4895
H 1.7562 -0.0137 0.2389
H 3.0936 -1.5644 2.6663
H 3.6497 -0.1484 3.5862
H 5.5583 -1.5603 3.3752
H 5.8475 -0.2305 2.2753
H 4.8543 -3.0237 1.5246
H 6.4806 -2.4027 1.2966
H 3.9733 -1.3474 -0.1276
H 5.3020 -2.2580 -0.8487
H 5.6008 -0.6308 -0.2415
F 0.5840 2.0388 1.9706
B 0.7895 1.3225 3.2022
F 2.0573 1.6784 3.6861
F -0.2397 1.4742 4.0762
F 0.9404 -0.0539 2.7786
Br 0.9654 2.7731 -1.2974
C 0.7033 1.4181 -2.5993
C 0.8471 1.6883 -3.9460
C 0.6291 0.6479 -4.8358
C 0.2679 -0.5971 -4.3438
C 0.1521 -0.7657 -2.9777
N 0.3712 0.2312 -2.1113
H 1.1104 2.6824 -4.2796
H 0.7463 0.8152 -5.8985
H 0.0784 -1.4300 -5.0075
H -0.1152 -1.7195 -2.5432
*
```

Properties
orbital gap (alpha / beta)	5.96 / 5.94	eV
highest occupied orbital energy (alpha / beta)	-13.2645 / -13.4859	eV
total energy	-203919.64732	eV
energy relative to the best compared isomer or geometry (same formula, charge and spin)	24.9	kcal/mol

Atom charges from the Löwdin analysis, given in e for atoms 1 to 99:
1 Pd 0.425
2 C -0.249
3 C -0.310
4 P 1.085
5 C -0.345
6 C -0.081
7 C -0.049
8 C -0.048
9 C -0.046
10 C -0.090
11 C -0.391
12 C -0.116
13 C -0.048
14 C -0.044
15 C -0.062
16 C -0.100
17 C -0.282
18 P 1.028
19 C -0.383
20 C -0.074
21 C -0.044
22 C -0.043
23 C -0.056
24 C -0.121
25 C -0.388
26 C -0.136
27 C -0.065
28 C -0.046
29 C -0.039
30 C -0.069
31 H 0.131
32 H 0.096
33 H 0.103
34 H 0.064
35 H 0.069
36 H 0.116
37 H 0.118
38 H 0.119
39 H 0.114
40 H 0.114
41 H 0.118
42 H 0.119
43 H 0.089
44 H 0.080
45 H 0.076
46 H 0.104
47 H 0.100
48 H 0.119
49 H 0.119
50 H 0.117
51 H 0.109
52 H 0.061
53 H 0.117
54 H 0.119
55 H 0.120
56 H 0.118
57 C -0.116
58 C -0.254
59 C -0.249
60 C -0.263
61 Ge 1.250
62 C -0.255
63 C -0.252
64 C -0.249
65 C -0.106
66 H 0.085
67 H 0.005
68 H 0.063
69 H 0.091
70 H 0.119
71 H 0.125
72 H 0.106
73 H 0.047
74 H 0.082
75 H -0.018
76 H 0.067
77 H 0.085
78 H 0.124
79 H 0.111
80 H 0.092
81 H 0.121
82 H 0.032
83 H 0.092
84 H 0.060
85 F 0.010
86 B -1.276
87 F 0.123
88 F 0.205
89 F 0.003
90 Br 0.919
91 C -0.689
92 C -0.071
93 C -0.019
94 C -0.023
95 C -0.122
96 N -0.063
97 H 0.118
98 H 0.128
99 H 0.122